No. 1
Formula: C44H106N6O7
Source: the Open Molecules 2025 dataset
Level of theory: ωB97M-V/def2-TZVPD

Values from the calculation:
LUMO, eV: -8.46
Strongest force on any atom, eV Å⁻¹: 5.9
Energy above the lowest of the compared OMol25 structures with the same formula, charge and spin, kJ/mol: 0.0
E, Eh: -2593.73483

ORCA input file:
```
! RIJCOSX wB97M-V def2-TZVPD def2/J DEFGRID3
* xyz 4 1
C 1.241 -1.388 0.229
O 1.329 -1.130 1.578
H 0.803 -2.349 -0.055
H 0.684 -0.599 -0.295
H 2.112 -1.326 -0.437
C -5.442 -5.687 4.182
C -4.824 -4.644 3.232
C -3.315 -4.682 3.431
N -2.468 -3.711 2.566
C -0.991 -4.034 2.604
C -0.637 -5.422 2.006
C -1.193 -5.596 0.590
C -2.656 -5.152 0.435
C -2.981 -3.842 1.120
C -2.628 -2.254 3.015
H -5.370 -6.702 3.790
H -6.509 -5.570 4.370
H -4.971 -5.699 5.166
H -5.318 -3.688 3.412
H -5.110 -4.883 2.207
H -3.001 -5.695 3.177
H -2.928 -4.635 4.449
H -0.585 -3.946 3.612
H -0.483 -3.246 2.045
H -0.951 -6.198 2.703
H 0.438 -5.397 1.826
H -0.989 -6.614 0.259
H -0.579 -4.978 -0.068
H -3.358 -5.936 0.724
H -2.889 -4.938 -0.609
H -4.007 -3.492 1.009
H -2.432 -2.998 0.695
H -3.648 -1.920 2.835
H -1.967 -1.663 2.382
H -2.282 -2.267 4.047
C 3.379 -2.346 -3.048
C 2.160 -1.578 -3.572
C 1.880 -1.502 -5.107
N 0.626 -0.657 -5.425
C 0.924 0.912 -5.309
C 0.047 1.803 -6.175
C -0.007 1.386 -7.668
C -0.601 -0.040 -7.694
C 0.257 -1.032 -6.899
C -0.616 -0.913 -4.528
H 3.513 -3.298 -3.562
H 3.368 -2.561 -1.980
H 4.331 -1.839 -3.211
H 2.413 -0.547 -3.300
H 1.324 -1.767 -2.899
H 1.578 -2.534 -5.286
H 2.680 -1.085 -5.715
H 2.012 0.984 -5.360
H 0.826 1.073 -4.234
H 0.307 2.862 -6.174
H -0.982 1.655 -5.844
H 1.018 1.418 -8.036
H -0.704 2.084 -8.129
H -0.653 -0.282 -8.754
H -1.578 0.022 -7.212
H 1.219 -1.074 -7.414
H -0.122 -2.050 -6.979
H -1.334 -0.199 -4.929
H -0.453 -0.645 -3.485
H -0.858 -1.975 -4.582
C -2.162 0.269 0.393
C -2.598 1.140 -0.795
C -2.086 2.605 -0.779
N -2.733 3.530 -1.883
C -2.440 4.986 -1.388
C -3.016 6.066 -2.345
C -4.525 5.938 -2.577
C -4.834 4.506 -3.056
C -4.229 3.395 -2.141
C -1.951 3.288 -3.173
H -1.109 0.339 0.674
H -2.486 -0.754 0.212
H -2.558 0.644 1.339
H -3.688 1.151 -0.779
H -2.289 0.693 -1.741
H -1.013 2.664 -0.952
H -2.359 3.061 0.173
H -2.857 5.184 -0.401
H -1.353 5.035 -1.325
H -2.893 7.060 -1.911
H -2.443 6.166 -3.268
H -5.106 6.242 -1.704
H -4.761 6.739 -3.278
H -5.890 4.352 -3.277
H -4.402 4.438 -4.056
H -4.762 3.352 -1.191
H -4.310 2.386 -2.545
H -2.401 3.767 -4.040
H -2.018 2.207 -3.297
H -0.921 3.605 -3.018
C 4.097 1.065 -0.944
N 3.313 2.344 -1.064
C 1.835 2.059 -0.880
C 3.677 3.267 0.149
C 3.717 3.106 -2.352
C 2.811 4.255 -2.807
O 1.505 3.820 -3.112
H 5.155 1.276 -0.792
H 3.861 0.496 -1.843
H 3.773 0.422 -0.124
H 1.713 1.469 0.027
H 1.586 1.520 -1.794
H 1.200 2.943 -0.906
H 3.526 2.742 1.090
H 3.090 4.181 0.069
H 4.719 3.555 0.018
H 3.786 2.366 -3.149
H 4.719 3.459 -2.113
H 3.267 4.793 -3.640
H 2.691 5.062 -2.080
H 1.154 4.514 -3.678
C 3.955 -1.460 3.303
N 3.710 -2.573 4.371
C 2.255 -2.988 4.442
C 4.490 -3.815 3.903
C 4.235 -2.174 5.768
C 4.218 -0.735 6.260
O 2.870 -0.296 6.427
H 3.672 -1.947 2.371
H 5.022 -1.295 3.439
H 3.271 -0.644 3.531
H 1.706 -2.082 4.699
H 2.111 -3.743 5.212
H 1.860 -3.259 3.464
H 4.044 -4.142 2.964
H 4.401 -4.630 4.620
H 5.520 -3.512 3.720
H 5.252 -2.565 5.799
H 3.654 -2.777 6.465
H 4.811 -0.061 5.639
H 4.721 -0.619 7.222
H 2.929 0.615 6.728
C -0.932 4.301 5.390
N -0.190 3.433 4.402
C -0.923 3.452 3.047
C 1.226 4.127 4.137
C -0.100 1.972 5.025
C 0.657 0.985 4.148
O -0.260 0.356 3.312
H -0.294 4.441 6.261
H -1.883 3.815 5.603
H -1.117 5.278 4.944
H -0.305 2.937 2.314
H -1.048 4.501 2.775
H -1.938 3.070 3.152
H 1.039 5.140 3.789
H 1.702 3.494 3.390
H 1.802 3.963 5.046
H -1.126 1.630 5.152
H 0.450 2.142 5.950
H 1.072 0.173 4.749
H 1.505 1.390 3.590
H 0.217 -0.306 2.792
O -0.788 -3.734 -2.784
C -0.355 -4.660 -3.674
O -1.075 -5.040 -4.603
O 0.795 -5.098 -3.506
H 0.107 -3.827 -2.417
*
```

***

No. 2
Formula: C52H89BrO12P
Source: the Open Molecules 2025 dataset
Level of theory: ωB97M-V/def2-TZVPD

Values from the calculation:
LUMO, eV: 1.71
Strongest force on any atom, eV Å⁻¹: 8.6
E, Eh: -5851.91962

ORCA input file:
```
! RIJCOSX wB97M-V def2-TZVPD def2/J DEFGRID3
* xyz -1 1
C 4.806 -2.004 -2.856
C 4.363 -0.916 -1.664
C 2.951 -0.158 -2.014
O 1.927 -0.228 -0.961
C 0.918 -1.267 -1.223
P -0.881 -0.547 -1.421
C -1.228 -0.937 0.439
C -0.295 -0.053 1.471
C 0.587 -0.990 2.488
C -0.308 -1.921 3.498
O -1.730 -1.507 3.592
C -0.476 -0.160 -3.273
O 0.340 1.051 -3.461
C 0.895 1.028 -4.855
C 2.503 1.325 -5.188
C 3.093 1.282 -6.752
C 2.124 0.978 -8.072
C 0.514 0.700 -7.738
C -0.051 0.729 -6.192
O -1.245 -2.139 -2.055
C -2.658 -2.173 -2.570
C -2.462 -2.812 -4.042
C -1.953 -4.399 -3.900
C -1.257 -4.968 -5.281
Br 0.426 -5.949 -4.724
C -3.528 -0.851 -2.214
O -4.358 -1.350 -1.058
C -5.594 -1.980 -1.501
O -6.723 -1.219 -1.421
C -5.831 -3.519 -2.008
C -6.234 -4.620 -0.814
C -6.564 -6.214 -1.117
C -6.494 -6.720 -2.699
C -6.081 -5.667 -3.912
C -5.758 -4.067 -3.551
C -4.171 0.197 -3.253
C -4.209 -0.152 -4.836
C -3.580 1.762 -3.159
C -4.250 2.628 -1.929
C -4.146 4.253 -2.092
O -2.538 -0.024 -1.429
H 3.926 -2.234 -3.604
H 5.731 -1.626 -3.475
H 5.112 -3.049 -2.374
H 5.219 -0.089 -1.689
H 4.335 -1.403 -0.596
H 2.563 -0.539 -3.073
H 3.176 1.003 -2.177
H 1.194 -1.971 -2.133
H 0.919 -1.982 -0.269
H -0.437 0.782 -1.092
H -1.066 -2.083 0.628
H -2.363 -0.669 0.659
H -1.049 0.568 2.151
H 0.395 0.721 0.927
H 1.376 -1.671 1.927
H 1.208 -0.247 3.174
H -0.181 -3.073 3.246
H 0.129 -1.792 4.602
H -1.763 -0.599 4.051
H 0.119 -1.046 -3.797
H -1.460 -0.019 -3.892
H 3.298 1.567 -4.341
H 4.238 1.466 -7.015
H 2.528 0.945 -9.185
H -0.165 0.497 -8.680
H -1.195 0.545 -5.981
H -3.078 -3.092 -1.928
H -1.602 -2.287 -4.683
H -3.405 -2.845 -4.732
H -1.173 -4.554 -3.040
H -2.925 -5.004 -3.606
H -1.999 -5.782 -5.742
H -1.019 -4.094 -6.023
H -6.331 -4.295 0.330
H -6.881 -6.975 -0.253
H -6.742 -7.833 -3.033
H -6.042 -5.979 -5.052
H -5.506 -3.340 -4.434
H -5.315 0.357 -2.941
H -3.116 -0.329 -5.284
H -4.801 -1.157 -5.018
H -4.699 0.669 -5.511
H -2.419 1.827 -3.238
H -3.993 2.273 -4.157
H -5.402 2.349 -1.841
H -3.770 2.289 -0.891
H -3.056 4.616 -1.869
H -4.845 4.717 -1.243
H -4.577 4.576 -3.131
C 0.445 -6.018 6.144
C 1.281 -6.612 5.040
C 1.382 -5.461 4.064
O 1.331 -4.254 4.838
C 0.933 -4.586 6.175
H 0.558 -6.528 7.104
H -0.615 -6.045 5.864
H 2.276 -6.866 5.424
H 0.847 -7.512 4.596
H 0.533 -5.450 3.373
H 2.307 -5.486 3.481
H 1.812 -4.481 6.821
H 0.164 -3.887 6.515
C -6.797 3.008 2.640
C -6.407 4.450 2.838
C -5.171 4.566 1.972
O -5.334 3.640 0.889
C -6.445 2.781 1.186
H -7.847 2.802 2.861
H -6.179 2.365 3.278
H -7.197 5.104 2.452
H -6.222 4.716 3.882
H -4.270 4.279 2.524
H -5.031 5.575 1.575
H -7.273 3.067 0.528
H -6.174 1.743 0.976
C 6.941 3.774 0.378
C 5.479 3.866 0.729
C 4.822 3.258 -0.492
O 5.738 2.288 -1.017
C 7.006 2.460 -0.369
H 7.604 3.803 1.247
H 7.215 4.598 -0.291
H 5.269 3.250 1.611
H 5.139 4.884 0.933
H 4.651 4.011 -1.268
H 3.869 2.775 -0.258
H 7.146 1.619 0.318
H 7.807 2.440 -1.114
C 10.760 7.481 0.848
C 10.201 7.927 2.174
C 8.813 7.324 2.152
O 8.894 6.122 1.375
C 10.160 6.099 0.700
H 11.852 7.477 0.810
H 10.390 8.136 0.050
H 10.786 7.487 2.990
H 10.192 9.012 2.305
H 8.097 7.992 1.662
H 8.442 7.090 3.154
H 10.784 5.342 1.187
H 10.016 5.814 -0.345
C -2.037 -1.038 8.572
C -1.176 0.135 8.964
C 0.119 -0.167 8.242
O -0.226 -0.892 7.054
C -1.602 -1.286 7.144
H -3.109 -0.847 8.664
H -1.788 -1.906 9.194
H -1.613 1.062 8.575
H -1.047 0.244 10.044
H 0.771 -0.807 8.846
H 0.671 0.739 7.974
H -2.173 -0.668 6.442
H -1.705 -2.334 6.850
*
```

***

No. 3
Formula: CH4N2O2S
Source: the Open Molecules 2025 dataset
Level of theory: ωB97M-V/def2-TZVPD

Values from the calculation:
LUMO, eV: 0.41
Strongest force on any atom, eV Å⁻¹: 1.5
Energy above the lowest of the compared OMol25 structures with the same formula, charge and spin, kJ/mol: 124.2
E, Eh: -698.62800
Structure (SMILES): O=C(NO)NS

ORCA input file:
```
! RIJCOSX wB97M-V def2-TZVPD def2/J DEFGRID3
* xyz 0 1
C 0.071 0.686 0.003
H 1.485 -1.156 -0.974
H 2.063 1.023 -0.213
H -0.369 -1.324 0.193
H -2.803 0.242 1.091
N 1.415 0.346 0.126
N -0.817 -0.394 0.084
O 1.748 -1.003 -0.041
O -0.272 1.818 -0.139
S -2.520 -0.237 -0.132
*
```